1.
# C3H7NO2

An isolated molecule of C3H7NO2 (ωB97M-V/def2-TZVPD, the Open Molecules 2025 dataset).

Last columns: bonded neighbours and bond lengths (Å).
Atoms and positions in Å:
1 O -0.63 1.28 1.81  C2 1.203
2 C -0.67 0.56 0.85  O1 1.203, O3 1.361, C4 1.524
3 O -1.81 0.44 0.10  C2 1.361, H7 0.973
4 C 0.52 -0.12 0.20  C2 1.524, C5 1.518, N6 1.453, H8 1.096
5 C 0.18 -1.39 -0.57  C4 1.518, H9 1.085, H10 1.092, H11 1.087
6 N 1.19 0.94 -0.53  C4 1.453, H12 1.013, H13 0.998
7 H -2.54 0.78 0.64  O3 0.973
8 H 1.19 -0.41 1.02  C4 1.096
9 H -0.61 -1.90 -0.02  C5 1.085
10 H -0.20 -1.13 -1.56  C5 1.092
11 H 1.09 -1.98 -0.65  C5 1.087
12 H 0.71 1.28 -1.36  N6 1.013
13 H 1.57 1.66 0.06  N6 0.998

Calculated values
E_tot	-8809.8562	eV
SMILES	C[C@@H](N)C(=O)O
relative energy (zero: lowest compared OMol25 entry of this formula, charge and spin)	64.90	kJ/mol

These are the Mulliken partial charges, in e, on atoms 1 to 5: number 1, O, carries -0.578; number 2, C, carries 0.360; number 3, O, carries -0.443; number 4, C, carries 0.433; number 5, C, carries -1.208

2.
# C3H4N2O2

An isolated molecule of C3H4N2O2 (ωB97M-V/def2-TZVPD, the Open Molecules 2025 dataset).

Last columns: bonded neighbours and bond lengths (Å).
Atoms and positions in Å:
1 C -1.91 0.86 0.05  O3 1.412, H9 1.101, H10 1.099, H11 1.103
2 C 2.12 -0.59 0.21  N4 1.207, N5 1.192
3 O -0.55 0.51 0.13  C1 1.412, C6 1.345
4 N 1.18 -0.77 -0.52  C2 1.207, C6 1.367
5 N 3.11 -0.33 0.83  C2 1.192, H8 0.995
6 C -0.16 -0.52 -0.64  O3 1.345, N4 1.367, O7 1.192
7 O -0.88 -1.14 -1.36  C6 1.192
8 H 3.87 -0.86 1.18  N5 0.995
9 H -2.10 1.47 -0.84  C1 1.101
10 H -2.15 1.43 0.96  C1 1.099
11 H -2.53 -0.06 0.00  C1 1.103

Calculated values
E_tot	-10250.2655	eV
SMILES	COC(=O)N=C=N
relative energy (zero: lowest compared OMol25 entry of this formula, charge and spin)	192.93	kJ/mol

These are the Mulliken partial charges, in e, on atoms 1 to 5: number 1, C, carries -0.576; number 2, C, carries 0.556; number 3, O, carries -0.319; number 4, N, carries -0.382; number 5, N, carries -0.455